w | The following is a DFT calculation (ωB97M-V with the def2-TZVPD basis set) of one molecule with the formula C4H6N2.

The geometry in ORCA input format:
```
! wB97M-V def2-TZVPD RIJCOSX def2/J DEFGRID3
* xyz 0 1
N 2.163 0.349 0.108
C 0.973 0.120 -0.433
C -0.113 0.976 -0.350
C -1.398 0.580 -0.065
C -1.486 -0.808 0.180
N -0.362 -1.464 0.273
H 3.017 0.050 -0.341
H 2.294 0.777 1.020
H 0.159 1.960 -0.727
H -2.261 1.229 -0.125
H -2.468 -1.294 0.216
H -0.517 -2.475 0.243
*
```

Computed properties:
frontier orbital gap	8.26	eV
HOMO energy	-7.47	eV

---

x | The following is a DFT calculation (ωB97M-V with the def2-TZVPD basis set) of C4H6N2 as an isolated structure.

The geometry in ORCA input format:
```
! wB97M-V def2-TZVPD RIJCOSX def2/J DEFGRID3
* xyz 0 1
N -1.781 -0.146 -0.094
C -0.563 0.311 0.181
C 0.341 -0.302 1.202
C 1.311 -0.562 0.274
C 1.009 0.158 -0.923
N 0.004 1.263 -0.634
H -2.231 0.163 -0.944
H -2.073 -1.022 0.315
H 0.226 -0.399 2.268
H 2.165 -1.232 0.368
H 1.080 -0.173 -1.953
H 0.512 1.941 -0.062
*
```

Computed properties:
frontier orbital gap	7.21	eV
HOMO energy	-6.27	eV

---

y | The following is a DFT calculation (ωB97M-V with the def2-TZVPD basis set) of one molecule with the formula C4H6N2.

The geometry in ORCA input format:
```
! wB97M-V def2-TZVPD RIJCOSX def2/J DEFGRID3
* xyz 0 1
C -1.530 0.224 0.948
N -0.221 0.619 0.439
C 0.304 0.521 -0.926
C 0.703 -0.438 0.164
C 2.132 -0.531 -0.138
N 2.948 -0.724 -0.942
H -1.469 0.038 2.033
H -1.899 -0.683 0.455
H -2.227 1.051 0.786
H 0.931 1.398 -1.071
H 0.136 -0.073 -1.818
H 0.193 -1.402 0.069
*
```

Computed properties:
frontier orbital gap	10.42	eV
HOMO energy	-9.61	eV

---

z | The following is a DFT calculation (ωB97M-V with the def2-TZVPD basis set) of one molecule with the formula C4H6N2.

The geometry in ORCA input format:
```
! wB97M-V def2-TZVPD RIJCOSX def2/J DEFGRID3
* xyz 0 1
C 2.337 -0.520 -1.385
C -1.402 0.426 1.454
C -1.934 0.655 0.131
C -0.784 -0.296 0.213
N 1.128 -0.279 -1.127
N 0.454 0.138 -0.164
H 2.598 -0.667 -2.421
H 3.115 -0.622 -0.634
H -0.851 1.200 1.982
H -1.866 -0.299 2.110
H -1.825 1.630 -0.322
H -0.971 -1.367 0.163
*
```

Computed properties:
frontier orbital gap (spin up / spin down)	7.51 / 8.39	eV
HOMO energy (spin up / spin down)	-7.73 / -8.50	eV

---

Most stable structure: w

---

w | The following is a DFT calculation (ωB97M-V with the def2-TZVPD basis set) of C4H6N2 as an isolated structure.

The geometry in ORCA input format:
```
! wB97M-V def2-TZVPD RIJCOSX def2/J DEFGRID3
* xyz 0 1
N -0.859 -0.259 1.048
C -0.902 -0.017 -0.436
C 0.375 0.808 -0.495
N 0.935 -0.039 -1.548
C 0.253 -1.095 -0.609
C 0.592 -0.161 0.662
H -1.286 0.400 1.702
H -1.854 0.085 -0.959
H 0.476 1.908 -0.488
H 1.951 -0.109 -1.464
H -1.052 -1.279 1.163
H 1.371 -0.241 1.423
*
```

Computed properties:
frontier orbital gap	7.30	eV
HOMO energy	-6.91	eV

---

x | The following is a DFT calculation (ωB97M-V with the def2-TZVPD basis set) of C4H6N2 as an isolated structure.

The geometry in ORCA input format:
```
! wB97M-V def2-TZVPD RIJCOSX def2/J DEFGRID3
* xyz 0 1
C -2.069 0.213 -0.278
C -0.556 0.135 -0.274
C 0.117 0.451 1.013
N 1.268 -0.116 1.123
C 1.315 -0.573 -0.265
N 0.235 -0.030 -1.257
H -2.589 -0.273 0.545
H -2.350 -0.304 -1.195
H -2.338 1.272 -0.291
H -0.302 1.270 1.600
H 1.028 -1.625 -0.209
H 2.288 -0.404 -0.723
*
```

Computed properties:
frontier orbital gap	10.29	eV
HOMO energy	-9.85	eV

---

Most stable structure: x

---

w | The following is a DFT calculation (ωB97M-V with the def2-TZVPD basis set) of one molecule with the formula C21H27NO5S.

The geometry in ORCA input format:
```
! wB97M-V def2-TZVPD RIJCOSX def2/J DEFGRID3
* xyz 0 1
C -6.845 -1.624 -0.854
C -6.409 -1.059 0.492
C -4.920 -1.264 0.780
C -3.976 -0.597 -0.219
C -4.137 0.925 -0.268
O -3.142 1.540 -1.063
C -1.871 1.637 -0.598
C -0.934 2.125 -1.514
C 0.392 2.247 -1.166
C 0.819 1.888 0.109
C 2.245 2.010 0.526
O 2.609 2.818 1.360
N 3.121 1.151 -0.074
C 2.667 0.103 -0.975
C 1.619 -0.768 -0.355
C 0.450 -1.264 -0.852
C -0.123 -2.040 0.185
C 0.737 -1.957 1.233
O 1.799 -1.194 0.914
C 4.507 1.243 0.357
C 4.835 0.285 1.525
C 5.083 -1.108 0.992
S 5.929 -0.798 -0.596
O 5.296 -1.548 -1.654
O 7.348 -0.948 -0.451
C 5.509 0.982 -0.749
C -0.120 1.466 1.038
C -1.451 1.323 0.691
H -7.925 -1.550 -0.961
H -6.565 -2.672 -0.936
H -6.388 -1.079 -1.676
H -6.976 -1.556 1.283
H -6.651 0.004 0.538
H -4.704 -0.881 1.781
H -4.710 -2.336 0.786
H -4.136 -1.000 -1.220
H -2.946 -0.827 0.062
H -4.144 1.347 0.745
H -5.074 1.195 -0.760
H -1.280 2.400 -2.498
H 1.099 2.638 -1.883
H 2.243 0.535 -1.887
H 3.522 -0.512 -1.268
H 0.046 -1.092 -1.827
H -1.043 -2.586 0.148
H 0.715 -2.376 2.219
H 4.600 2.270 0.735
H 4.014 0.304 2.242
H 5.734 0.653 2.021
H 4.169 -1.655 0.785
H 5.747 -1.697 1.614
H 6.435 1.524 -0.588
H 5.127 1.173 -1.746
H 0.198 1.227 2.042
H -2.146 0.973 1.438
*
```

Computed properties:
frontier orbital gap	9.12	eV
HOMO energy	-8.48	eV

---

x | The following is a DFT calculation (ωB97M-V with the def2-TZVPD basis set) of C21H27NO5S as an isolated structure.

The geometry in ORCA input format:
```
! wB97M-V def2-TZVPD RIJCOSX def2/J DEFGRID3
* xyz 0 1
C 8.624 0.964 -0.879
C 8.493 -0.346 -0.206
C 7.123 -0.859 -0.494
C 5.874 -0.139 0.062
C 4.500 -0.979 -0.248
O 3.420 -0.038 0.481
C 2.093 -0.485 0.575
C 1.707 -1.539 -0.248
C 0.327 -1.844 -0.181
C -0.501 -1.030 0.449
C -0.142 0.414 1.024
C 1.154 0.619 0.878
H 1.648 1.262 1.291
H -0.762 0.987 1.497
C -1.980 -1.413 0.432
O -2.366 -2.405 1.337
N -2.861 -0.813 -0.058
C -2.597 0.419 -0.883
C -3.003 1.877 -0.524
C -4.050 2.683 -0.870
C -4.201 3.688 -0.143
C -3.434 3.484 1.128
O -2.683 2.345 0.792
H -3.154 3.944 2.065
H -4.791 4.720 -0.381
H -4.450 2.568 -1.933
H -1.459 0.345 -1.019
H -2.905 0.461 -2.007
C -4.368 -1.080 0.170
C -5.144 -0.892 -1.081
H -5.047 -1.504 -1.965
H -5.156 0.119 -1.700
S -6.826 -0.955 -0.408
O -7.646 0.032 -0.832
O -7.454 -2.349 -0.711
C -6.326 -0.673 1.366
C -4.944 -0.302 1.056
H -5.025 0.780 1.282
H -4.416 -0.417 2.160
H -7.187 -0.104 1.939
H -6.306 -1.958 1.897
H -4.395 -2.039 0.554
H -0.063 -2.853 -0.456
H 2.365 -2.408 -0.539
H 4.365 -1.703 0.364
H 4.446 -1.055 -1.175
H 5.858 0.749 -0.373
H 6.105 -0.070 1.191
H 6.856 -0.989 -1.646
H 6.797 -1.873 0.045
H 8.480 -0.107 0.820
H 9.127 -1.016 -0.551
H 9.779 1.374 -0.908
H 7.962 1.659 -0.526
H 8.539 0.745 -1.914
*
```

Computed properties:
frontier orbital gap	8.52	eV
HOMO energy	-8.30	eV

---

Most stable structure: w

---

w | The following is a DFT calculation (ωB97M-V with the def2-TZVPD basis set) of one molecule with the formula C3H9NS2.

The geometry in ORCA input format:
```
! wB97M-V def2-TZVPD RIJCOSX def2/J DEFGRID3
* xyz 0 1
N 1.585 -0.427 -0.955
C 1.285 0.462 0.125
C -0.272 0.586 0.293
S -0.499 1.536 1.850
C -0.947 -0.791 0.336
S -1.151 -1.513 -1.330
H 2.589 -0.550 -1.052
H 1.253 -0.043 -1.838
H 1.778 0.053 1.030
H 1.604 1.528 -0.044
H -0.623 1.228 -0.586
H -1.806 1.714 1.813
H -0.358 -1.446 0.976
H -1.927 -0.732 0.739
H -2.511 -1.604 -1.358
*
```

Computed properties:
frontier orbital gap	9.80	eV
HOMO energy	-8.98	eV

---

x | The following is a DFT calculation (ωB97M-V with the def2-TZVPD basis set) of a 2-piece molecular cluster, C3H9NS2 overall.

The geometry in ORCA input format:
```
! wB97M-V def2-TZVPD RIJCOSX def2/J DEFGRID3
* xyz 0 1
C -0.606 0.946 -0.565
N -1.726 1.476 -0.751
C -2.019 1.871 -2.117
H -0.299 0.592 0.416
H 0.024 0.552 -1.375
H -2.576 1.075 -2.627
H -2.729 2.684 -2.151
H -1.147 2.114 -2.726
C 0.650 -1.767 1.427
S 1.560 -0.379 2.149
S 3.448 -1.028 2.650
H -0.338 -1.836 1.862
H 0.791 -1.910 0.362
H 1.204 -2.607 1.865
H 3.763 -1.784 1.581
*
```

Computed properties:
frontier orbital gap	9.04	eV
HOMO energy	-8.53	eV

---

y | The following is a DFT calculation (ωB97M-V with the def2-TZVPD basis set) of a 2-piece molecular cluster, C3H9NS2 overall.

The geometry in ORCA input format:
```
! wB97M-V def2-TZVPD RIJCOSX def2/J DEFGRID3
* xyz 0 1
C -1.057 0.476 -1.462
N 0.105 -0.004 -1.582
C 0.540 -0.349 -2.923
H -1.402 0.706 -0.456
H -1.770 0.544 -2.290
H -0.297 -0.379 -3.625
H 1.384 0.234 -3.295
H 1.000 -1.346 -2.873
C 0.476 -0.438 1.879
S 0.036 1.285 2.254
S -0.615 1.351 4.231
H 1.183 -0.840 2.599
H -0.465 -0.992 1.866
H 0.862 -0.569 0.871
H 0.021 0.322 4.806
*
```

Computed properties:
frontier orbital gap	8.78	eV
HOMO energy	-8.11	eV

---

Most stable structure: w

---

w | The following is a DFT calculation (ωB97M-V with the def2-TZVPD basis set) of one molecule with the formula C3H9NS2.

The geometry in ORCA input format:
```
! wB97M-V def2-TZVPD RIJCOSX def2/J DEFGRID3
* xyz 0 1
C -1.513 -1.295 -0.720
C -0.096 -0.631 -0.432
N 0.875 -1.612 0.084
C -0.217 0.714 0.229
S 1.241 1.758 -0.156
S 0.975 3.202 1.290
H -2.134 -0.792 -1.445
H -2.086 -1.052 0.199
H -1.563 -2.356 -0.839
H 0.446 -0.285 -1.418
H 1.129 -1.446 1.112
H 1.748 -1.612 -0.336
H -0.306 0.673 1.281
H -0.891 1.366 -0.281
H 2.392 3.368 1.433
*
```

Computed properties:
frontier orbital gap	8.88	eV
HOMO energy	-8.34	eV

---

x | The following is a DFT calculation (ωB97M-V with the def2-TZVPD basis set) of one molecule with the formula C3H9NS2.

The geometry in ORCA input format:
```
! wB97M-V def2-TZVPD RIJCOSX def2/J DEFGRID3
* xyz 0 1
C 1.500 -2.668 -0.865
S 1.907 -0.948 -0.374
S 0.775 -0.555 1.227
C -0.785 0.137 0.534
C -0.572 1.531 -0.067
N -1.416 2.487 0.622
H 0.510 -2.656 -1.308
H 2.271 -3.065 -1.522
H 1.529 -3.231 0.061
H -1.539 0.274 1.314
H -1.120 -0.713 -0.054
H -0.781 1.497 -1.143
H 0.472 1.849 -0.019
H -1.058 2.780 1.521
H -1.692 3.284 0.072
*
```

Computed properties:
frontier orbital gap	9.66	eV
HOMO energy	-8.80	eV

---

y | The following is a DFT calculation (ωB97M-V with the def2-TZVPD basis set) of one molecule with the formula C3H9NS2.

The geometry in ORCA input format:
```
! wB97M-V def2-TZVPD RIJCOSX def2/J DEFGRID3
* xyz 0 1
C 2.368 0.169 1.564
S 0.841 -0.734 1.304
S 1.005 -0.318 -1.189
C -0.453 0.688 -1.117
C -1.554 0.100 -0.408
N -2.115 -1.278 -0.878
H 3.247 -0.450 1.303
H 2.234 1.088 1.029
H 2.439 0.248 2.631
H -0.670 1.234 -2.069
H -0.283 1.574 -0.496
H -2.427 0.832 -0.575
H -1.419 0.085 0.653
H -1.736 -1.801 -0.061
H -1.475 -1.438 -1.691
*
```

Computed properties:
frontier orbital gap	7.78	eV
HOMO energy	-9.06	eV

---

Most stable structure: x

---

w | The following is a DFT calculation (ωB97M-V with the def2-TZVPD basis set) of one molecule with the formula C3H9NS2.

The geometry in ORCA input format:
```
! wB97M-V def2-TZVPD RIJCOSX def2/J DEFGRID3
* xyz 0 1
C 0.363 2.478 -0.067
S -1.112 1.940 0.805
S -0.342 0.416 1.992
C -0.735 -1.040 0.947
C 0.404 -1.314 -0.063
N 0.015 -0.985 -1.456
H 0.763 1.568 -0.525
H 0.116 3.095 -0.928
H 1.150 2.908 0.547
H -1.702 -0.960 0.459
H -0.775 -1.831 1.698
H 0.636 -2.391 -0.046
H 1.305 -0.839 0.313
H -0.773 -1.606 -1.623
H 0.689 -1.440 -2.051
*
```

Computed properties:
frontier orbital gap	9.35	eV
HOMO energy	-8.57	eV

---

x | The following is a DFT calculation (ωB97M-V with the def2-TZVPD basis set) of a 2-piece molecular cluster, C3H9NS2 overall.

The geometry in ORCA input format:
```
! wB97M-V def2-TZVPD RIJCOSX def2/J DEFGRID3
* xyz 0 1
C -0.676 -1.352 1.137
N -0.788 -0.367 1.908
C -1.637 0.798 1.521
H 0.119 -2.057 1.368
H -1.350 -1.487 0.277
H -2.681 0.492 1.579
H -1.338 1.589 2.193
H -1.377 1.007 0.485
C 0.911 -0.575 -2.101
S 2.177 -0.229 -0.889
S 2.005 1.934 -0.782
H 0.314 0.322 -2.293
H 1.422 -0.758 -3.042
H 0.197 -1.316 -1.756
H 2.701 2.000 0.396
*
```

Computed properties:
frontier orbital gap	8.49	eV
HOMO energy	-8.33	eV

---

Most stable structure: w